This record from the Open Molecules 2025 dataset describes the ion C20H28NO3 with charge +1 at a distorted geometry. The level of theory is ωB97M-V with the def2-TZVPD basis set.

Geometry as XYZ:
```
52
Properties=species:S:1:pos:R:3:forces:R:3
C 6.39822 0.59859 -0.93910 0.40 0.09 -0.07
H 6.97615 -0.20294 -1.39450 0.00 0.10 0.04
H 6.80502 0.82358 0.04920 -0.05 -0.01 -0.02
H 6.44693 1.48769 -1.57154 -0.03 -0.03 0.03
O 5.07326 0.10554 -0.84858 -0.54 -0.08 0.08
C 4.11071 0.91734 -0.33268 -0.23 -0.09 -0.01
C 4.29931 2.20308 0.16004 0.19 -0.21 -0.10
C 3.21724 2.92275 0.63789 -0.10 -0.06 0.00
C 1.94093 2.38781 0.62326 0.01 -0.01 -0.03
C 1.73805 1.10820 0.13479 0.13 -0.05 -0.13
C 2.81695 0.38090 -0.32489 0.29 0.54 0.06
N 2.65486 -0.97598 -0.84672 -0.18 0.18 -0.25
H 1.63385 -1.18415 -1.01476 0.43 0.15 -0.19
C 3.11389 -2.05799 0.06969 0.07 -0.47 0.92
H 3.34764 -2.94542 -0.51934 -0.01 0.10 -0.08
H 4.01271 -1.72087 0.58795 -0.08 0.00 -0.18
C 2.02933 -2.41094 1.09698 -0.26 -0.32 -0.52
O 1.79938 -1.26973 1.88576 -0.01 0.20 0.08
H 1.41714 -1.51547 2.73434 0.02 -0.07 0.00
H 2.42192 -3.23585 1.70895 -0.01 0.05 -0.18
C 0.74796 -2.93713 0.40451 0.34 -0.38 0.54
O 0.27201 -2.07854 -0.61971 -0.17 0.36 -0.01
C -0.93170 -1.38880 -0.42498 -0.24 0.08 -0.25
C -1.33175 -0.87086 0.79534 0.22 -0.16 0.05
C -2.52314 -0.17360 0.87847 -0.02 -0.04 -0.10
C -3.33550 0.03367 -0.23280 0.01 0.00 -0.06
C -2.89909 -0.48050 -1.44949 -0.01 0.05 0.11
C -1.71336 -1.18430 -1.55053 0.34 -0.17 0.14
H -1.38966 -1.58645 -2.49785 0.03 -0.07 -0.11
H -3.48440 -0.34752 -2.34309 -0.11 0.04 -0.10
C -4.63877 0.79811 -0.07732 -0.19 0.12 0.03
C -5.52817 0.06278 0.93543 0.09 0.08 -0.14
H -6.47803 0.58109 1.03821 -0.12 0.06 0.04
H -5.06301 0.01301 1.91594 0.04 -0.02 0.13
H -5.72582 -0.95218 0.59740 -0.05 -0.11 0.00
C -4.32927 2.21363 0.43071 -0.05 -0.17 -0.08
H -5.25163 2.77974 0.53087 -0.11 0.09 0.03
H -3.83902 2.19256 1.40000 0.06 0.03 0.13
H -3.68144 2.73437 -0.27148 0.07 0.09 -0.06
C -5.41048 0.91829 -1.39352 0.16 -0.04 0.20
H -6.33317 1.46658 -1.22012 -0.08 0.05 0.01
H -5.67407 -0.06124 -1.78512 -0.04 -0.10 -0.11
H -4.83579 1.46179 -2.13988 0.04 0.04 -0.14
H -2.81327 0.21585 1.84140 -0.06 0.06 0.11
H -0.72446 -0.99192 1.67944 0.07 -0.01 0.03
H 0.98291 -3.89435 -0.07436 -0.04 0.05 0.08
H -0.03154 -3.11106 1.15130 0.05 0.01 -0.07
H 3.19742 -1.03738 -1.71404 -0.19 -0.04 0.07
H 0.74746 0.68222 0.11735 -0.13 -0.08 0.01
H 1.10527 2.96201 0.98727 -0.10 0.05 0.03
H 3.37886 3.91782 1.02095 0.02 0.10 0.03
H 5.28116 2.64614 0.17295 0.12 0.01 -0.02
```
Positions in Å, forces in eV/Å.

- calculated total energy (eV) = -28820.7461
- M (g/mol) = 330.45
- strongest force on any atom (eV/Å) = 1.03
- total charge = +1
- Kohn-Sham gap (eV) = 9.0846
- SMILES = COc1ccccc1[NH2+]C[C@@H](O)COc1ccc(C(C)(C)C)cc1
- ΔE to the lowest compared entry with this formula, charge and spin (kcal/mol) = 0.00

***

This record from the Open Molecules 2025 dataset describes a structure of composition C3H4EuLiO4 at a distorted geometry. The level of theory is ωB97M-V with the def2-TZVPD basis set.

Geometry as XYZ:
```
13
Properties=species:S:1:pos:R:3:forces:R:3
H -0.05209 2.81419 3.24976 0.19 0.18 -0.20
C 0.39708 3.11650 2.30232 -0.32 0.40 0.28
C -0.14838 3.56387 1.04327 -0.15 0.65 -0.01
O 0.48199 2.23872 1.23039 0.08 -0.73 -0.20
H -1.22314 3.50381 0.85608 0.27 0.10 0.07
H 0.43874 4.21777 0.39695 -0.17 -0.10 0.24
O 0.14527 -2.22808 -0.26195 1.17 2.06 0.09
C 0.25907 -3.07744 -1.19157 -2.94 -2.19 1.17
O 0.53715 -4.30611 -0.77288 0.56 -0.20 -0.74
Eu 0.26813 -0.01493 0.46878 0.22 -1.20 0.09
H 0.27385 -4.91630 -1.50141 0.54 0.32 0.61
Li -1.13307 -1.94254 -3.49645 0.14 -0.61 -0.11
O -0.24459 -2.96947 -2.32328 0.41 1.32 -1.30
```
Positions in Å, forces in eV/Å.

- calculated total energy (eV) = -30882.9649
- M (g/mol) = 262.97
- strongest force on any atom (eV/Å) = 3.85
- total charge = +2
- ⟨S²⟩ = 20.012
- Kohn-Sham gap (alpha / beta) (eV) = 7.6837 / 9.2279
- ΔE to the lowest compared entry with this formula, charge and spin (kcal/mol) = 22.71
- spin multiplicity = 9

***

This record from the Open Molecules 2025 dataset describes a structure of composition C2H2N2O2 at a distorted geometry. The level of theory is ωB97M-V with the def2-TZVPD basis set.

Geometry as XYZ:
```
8
Properties=species:S:1:pos:R:3:forces:R:3
C -0.47522 0.56243 0.00005 -1.98 -0.54 1.20
C 1.03076 -0.78280 -0.07264 0.82 -7.64 -0.38
H -2.15889 0.56658 -0.60615 -2.62 -2.39 -3.17
H 1.49101 -1.84286 -0.29717 -0.22 2.49 0.56
N -0.20511 -0.67959 -0.36379 -0.84 -1.65 -2.84
N 0.48893 1.10232 0.57927 3.16 3.67 3.76
O -1.73577 1.04846 0.01730 3.36 2.48 2.41
O 1.56430 0.02546 0.74313 -1.68 3.58 -1.54
```
Positions in Å, forces in eV/Å.

- calculated total energy (eV) = -9178.7087
- M (g/mol) = 86.05
- strongest force on any atom (eV/Å) = 7.70
- Kohn-Sham gap (eV) = 11.6134
- ΔE to the lowest compared entry with this formula, charge and spin (kcal/mol) = 70.97

***

Copy entry 3 word for word.
This record from the Open Molecules 2025 dataset describes a structure of composition C2H2N2O2 at a distorted geometry. The level of theory is ωB97M-V with the def2-TZVPD basis set.

Geometry as XYZ:
```
8
Properties=species:S:1:pos:R:3:forces:R:3
C -0.47522 0.56243 0.00005 -1.98 -0.54 1.20
C 1.03076 -0.78280 -0.07264 0.82 -7.64 -0.38
H -2.15889 0.56658 -0.60615 -2.62 -2.39 -3.17
H 1.49101 -1.84286 -0.29717 -0.22 2.49 0.56
N -0.20511 -0.67959 -0.36379 -0.84 -1.65 -2.84
N 0.48893 1.10232 0.57927 3.16 3.67 3.76
O -1.73577 1.04846 0.01730 3.36 2.48 2.41
O 1.56430 0.02546 0.74313 -1.68 3.58 -1.54
```
Positions in Å, forces in eV/Å.

- calculated total energy (eV) = -9178.7087
- M (g/mol) = 86.05
- strongest force on any atom (eV/Å) = 7.70
- Kohn-Sham gap (eV) = 11.6134
- ΔE to the lowest compared entry with this formula, charge and spin (kcal/mol) = 70.97

***

Question: Which of these has the lowest calculated total energy?
Answer: C3H4EuLiO4

***

Question: Among the records above, which one has the lowest ΔE to the lowest compared entry with this formula, charge and spin?
Answer: C20H28NO3

***

Question: Look up the ΔE to the lowest compared entry with this formula, charge and spin of the second one.
Answer: 22.71 kcal/mol